C5H12N2 | ωB97M-V with the def2-TZVPD basis set

Structure (ORCA input):
```
! wB97M-V def2-TZVPD RIJCOSX def2/J DEFGRID3
* xyz -1 2
C 0.42784 -1.25648 -1.74041
C 0.17619 0.15855 -1.21843
C -0.69250 0.21297 0.02636
C 0.00282 -0.13483 1.38754
C 0.91408 -1.08021 1.59399
N -0.61303 0.67683 2.45862
N -0.23888 1.36791 -2.10340
H -0.43497 -1.74282 -1.38246
H 0.62684 -1.32894 -2.81066
H 1.24685 -1.66091 -1.22321
H 1.30584 0.39367 -1.09064
H -1.36831 1.21100 0.21971
H -1.44917 -0.53960 -0.20034
H 1.49547 -1.00428 2.53970
H 1.47609 -1.68307 0.86507
H -0.30198 0.48783 3.39798
H -1.47816 1.14642 2.18833
H 0.51194 1.97056 -2.34244
H -0.63768 1.03695 -2.94191
*
```

Kohn-Sham gap (alpha / beta)	2.6 / 8.9	eV
energy above the lowest of the compared OMol25 structures with the same formula, charge and spin	51.1	kcal per mole

C20H32N2O4 | ωB97M-V with the def2-TZVPD basis set

Structure (ORCA input):
```
! wB97M-V def2-TZVPD RIJCOSX def2/J DEFGRID3
* xyz 0 1
O 1.93349 1.85776 2.63573
C 2.18335 0.98512 1.55567
C 2.53124 1.79613 0.30178
N 1.45430 2.72322 0.02629
C 0.24174 2.09818 -0.50339
H 0.47116 1.14707 -1.00576
C -0.36845 3.10542 -1.49055
H -1.42946 3.26774 -1.31002
H -0.24902 2.75003 -2.51454
C 0.45800 4.37461 -1.27748
H 0.04684 4.96022 -0.45530
H 0.51083 4.99960 -2.16643
C 1.81188 3.80789 -0.87367
H 2.35672 3.44625 -1.76190
H 2.44127 4.53030 -0.34998
H -0.43981 1.88495 0.32524
H 3.43821 2.37334 0.50067
H 2.72729 1.11761 -0.54541
C 3.34070 0.06258 1.97693
O 4.04133 -0.52276 0.90455
C 3.45016 -1.46877 0.12050
C 4.19547 -1.87088 -0.98731
C 3.68634 -2.81880 -1.85249
C 2.43954 -3.37200 -1.63609
C 1.69516 -2.97916 -0.52616
C 2.20045 -2.03166 0.35650
H 1.62442 -1.72883 1.21265
O 0.47477 -3.58395 -0.39442
C -0.34788 -3.25851 0.69766
C -0.97056 -1.84916 0.60821
O -0.56992 -1.09587 1.72891
H -1.25881 -0.42725 1.86826
C -2.50457 -1.90077 0.55509
N -3.01863 -0.54597 0.70145
C -4.38200 -0.47203 1.20467
C -5.30762 -0.65374 -0.01276
H -5.55908 -1.70666 -0.14007
H -6.23394 -0.09566 0.10489
C -4.46116 -0.14532 -1.19050
H -4.35507 -0.91213 -1.95710
H -4.89588 0.73659 -1.65661
C -3.09203 0.18641 -0.55645
H -3.03806 1.25281 -0.31993
H -2.25431 -0.06341 -1.20503
H -4.51810 0.52658 1.63090
H -4.55402 -1.20863 1.98825
H -2.85073 -2.49028 1.40807
H -2.82709 -2.39635 -0.37007
H -0.59097 -1.36764 -0.30912
H 0.19589 -3.33717 1.64636
H -1.13178 -4.02028 0.68109
H 2.02410 -4.10769 -2.30525
H 4.26614 -3.12662 -2.70961
H 5.16402 -1.42527 -1.14619
H 4.08478 0.67529 2.49299
H 2.97030 -0.69408 2.67780
H 1.27983 0.39222 1.35831
H 1.46926 2.61937 2.26017
*
```

Kohn-Sham gap	8.7	eV
energy above the lowest of the compared OMol25 structures with the same formula, charge and spin	47.0	kcal per mole

C24H26N4O4 | ωB97M-V with the def2-TZVPD basis set

Structure (ORCA input):
```
! wB97M-V def2-TZVPD RIJCOSX def2/J DEFGRID3
* xyz 0 1
C 1.78156 2.74799 3.40817
C 0.67789 2.10854 2.62508
C -0.50298 1.73261 3.24887
C -1.54909 1.16677 2.54389
C -1.40801 0.93415 1.18359
C -0.20720 1.25939 0.56183
C 0.82064 1.87959 1.25311
C 2.04782 2.31875 0.51775
H 2.16368 3.39941 0.59970
H 2.94055 1.85614 0.93322
H 1.97570 2.06079 -0.53544
H -0.06871 1.03677 -0.48448
N -2.45437 0.33030 0.43946
C -2.95096 0.78804 -0.73395
O -3.71728 0.11036 -1.40538
C -2.56864 2.18553 -1.19118
H -1.80617 2.63543 -0.55992
C -2.12928 2.17629 -2.66384
C -0.84272 1.39145 -2.84731
O 0.23733 1.91413 -3.01007
N -1.03573 0.04015 -2.77503
C -0.08394 -0.97144 -2.81111
N -0.54497 -2.14475 -2.38381
C 0.25631 -3.19624 -2.44547
C 1.55765 -3.13436 -2.90835
C 2.04674 -1.89917 -3.31112
C 1.22085 -0.79254 -3.26945
H 1.55694 0.18174 -3.58049
H 3.06243 -1.80175 -3.66567
H 2.17254 -4.01914 -2.94463
H -0.18174 -4.12823 -2.11151
H -1.97528 -0.29720 -2.58953
H -1.95356 3.19914 -2.99724
H -2.92190 1.72807 -3.26560
H -3.47929 2.78661 -1.11332
C -3.01893 -0.89675 0.98583
C -1.92079 -1.79552 1.54632
O -1.85926 -2.09108 2.72085
N -1.04326 -2.22518 0.62090
H -1.13333 -1.97576 -0.35840
C 0.13164 -2.98195 1.00481
C 1.35006 -2.11994 1.05109
C 2.01983 -1.56041 2.09804
C 3.10349 -0.84355 1.53552
C 3.00418 -1.01130 0.19023
O 1.94636 -1.78016 -0.11401
H 3.59650 -0.65039 -0.62688
H 3.85500 -0.29446 2.06515
H 1.76910 -1.65000 3.13437
H 0.27924 -3.79681 0.29148
H -0.06004 -3.38301 2.00266
H -3.72345 -0.66931 1.79220
H -3.55713 -1.39774 0.17614
H -2.46311 0.90700 3.05237
H -0.61679 1.89885 4.31003
H 1.50611 2.84482 4.45489
H 2.69008 2.15094 3.34124
H 2.00768 3.73840 3.01436
*
```

Kohn-Sham gap	9.3	eV
energy above the lowest of the compared OMol25 structures with the same formula, charge and spin	0.0	kcal per mole

C7H15INO | ωB97M-V with the def2-TZVPD basis set

Structure (ORCA input):
```
! wB97M-V def2-TZVPD RIJCOSX def2/J DEFGRID3
* xyz 1 1
C -2.69850 0.65763 2.02596
C -0.07569 -1.29692 1.96099
C 0.80560 -2.50763 0.01397
C 1.43048 0.06687 -1.24926
C -1.07666 -0.12348 -1.11663
C 0.37519 -1.36647 0.53108
C 0.22964 -0.12049 -0.32858
N 0.14804 1.08931 0.57940
O -3.68158 0.45918 2.53476
I 0.60367 4.01487 -2.22478
H 0.57047 -0.67040 2.57824
H -0.05339 -2.29369 2.39143
H -1.09997 -0.92852 2.04786
H 1.19331 5.00648 -3.27606
H 1.11860 -2.60954 -1.00884
H 0.86151 -3.40073 0.61229
H 1.38915 -0.65763 -2.05564
H 2.36078 -0.08545 -0.71444
H 1.42456 1.05194 -1.70283
H -1.10727 -0.96893 -1.79523
H -1.93388 -0.19886 -0.45262
H -1.16336 0.78686 -1.70537
H 0.94443 1.09828 1.22386
H -0.74027 1.05601 1.12090
H 0.17514 1.94130 0.00957
*
```

Kohn-Sham gap	10.1	eV
energy above the lowest of the compared OMol25 structures with the same formula, charge and spin	0.0	kcal per mole

CH2ClNOS2 | ωB97M-V with the def2-TZVPD basis set

Structure (ORCA input):
```
! wB97M-V def2-TZVPD RIJCOSX def2/J DEFGRID3
* xyz 0 1
C -1.02433 0.45145 0.27699
N -0.02692 -0.37931 0.01015
O -1.00848 1.59964 0.56239
S 1.63599 1.49246 -0.75649
S -0.01693 -1.73390 -0.84109
Cl -2.61501 -0.43518 0.33996
H 2.20487 1.40300 0.44596
H 0.85081 -2.39817 -0.03788
*
```

Kohn-Sham gap (alpha / beta)	7.1 / 7.3	eV
energy above the lowest of the compared OMol25 structures with the same formula, charge and spin	43.9	kcal per mole

C30H54Cl14O7PS | ωB97M-V with the def2-TZVPD basis set

Structure (ORCA input):
```
! wB97M-V def2-TZVPD RIJCOSX def2/J DEFGRID3
* xyz -1 1
C -0.40422 5.30968 2.94171
C -1.27637 6.37193 2.02794
O -1.80688 5.80526 0.77607
C -0.74518 5.54726 -0.21282
C -1.20549 4.29607 -1.21923
O -0.48159 3.03397 -0.93125
P -1.09185 2.29872 0.52360
O 0.09807 0.98733 0.62803
C -0.78294 -0.18445 0.94891
C 0.25825 -1.43036 0.72635
C 1.62631 -1.35065 1.63136
C 1.46704 -2.48556 2.83033
S 2.05459 -1.86718 4.49971
O 0.79725 -1.77592 5.41592
O 3.07604 -2.91137 5.03757
O 2.84229 -0.35511 4.47096
C -2.19584 -0.15390 0.05274
C -2.02237 -0.91738 -1.38493
C -1.95373 -2.57714 -1.58048
C -1.73564 -3.33730 -3.01571
C -1.53659 -2.48423 -4.40438
C -1.61672 -0.83889 -4.27903
C -1.84784 -0.06491 -2.81395
C -3.53793 -0.35891 0.96321
Cl -4.40716 -1.98150 0.75558
C -4.67494 0.81700 0.81698
C -4.46905 2.07067 1.90525
Cl -6.30045 0.00859 1.34830
O -2.26498 1.30097 -0.30941
H 0.66960 5.24549 2.42593
H -0.19579 5.74103 4.02592
H -0.82414 4.21646 2.94699
H -0.70663 7.39925 1.85673
H -2.22737 6.65764 2.68784
H -0.54985 6.50515 -0.86635
H 0.28486 5.22508 0.23952
H -0.89467 4.64410 -2.31139
H -2.38260 4.16139 -1.25500
H -0.11512 3.13365 1.18758
H -2.19724 3.22292 0.70747
H -1.43683 1.86751 1.87243
H -0.99667 -0.25410 2.11262
H 0.59986 -1.40468 -0.41458
H -0.34349 -2.42858 0.87725
H 1.90063 -0.28226 2.02323
H 2.52508 -1.74444 0.95124
H 2.05087 -3.46212 2.47514
H 0.33602 -2.84095 2.96234
H 3.38863 -0.27399 3.61809
H -2.07357 -3.22258 -0.58462
H -1.68906 -4.50806 -3.02069
H -1.34840 -3.05506 -5.40889
H -1.46309 -0.19797 -5.25888
H -1.84952 1.11098 -2.87545
H -3.17651 -0.32132 2.10040
H -4.86915 1.18798 -0.27570
H -5.42075 2.23022 2.58948
H -4.29353 3.09866 1.34906
H -3.55384 1.88528 2.62551
Cl 0.51984 2.72275 4.38208
C 0.60319 2.28743 6.10703
C 0.40144 3.49119 7.01426
Cl 1.76325 4.63541 6.92597
H 1.56697 1.80240 6.28896
H -0.18703 1.55146 6.28571
H 0.33037 3.16367 8.05554
H -0.51537 4.03445 6.76453
Cl -2.69548 -1.00140 -8.09226
C -3.40773 0.57808 -8.50440
C -2.80138 1.71182 -7.69214
Cl -3.24839 1.61951 -5.97074
H -4.49007 0.51136 -8.35832
H -3.21782 0.74199 -9.56980
H -3.16925 2.67274 -8.06348
H -1.70892 1.71601 -7.75960
Cl 0.34191 -4.11523 -3.36000
C 1.48978 -5.42956 -3.71615
C 1.95831 -5.40753 -5.16281
Cl 0.65357 -5.83076 -6.29863
H 1.00869 -6.37900 -3.46251
H 2.34496 -5.29217 -3.04696
H 2.75426 -6.14398 -5.30663
H 2.34848 -4.42453 -5.44477
Cl 3.09035 -7.88370 -2.01488
C 2.50302 -8.79542 -0.60218
C 0.99157 -8.96335 -0.61403
Cl 0.14158 -7.42053 -0.35176
H 2.84444 -8.28022 0.30073
H 2.98578 -9.77713 -0.63671
H 0.68612 -9.63424 0.19417
H 0.64099 -9.38772 -1.56009
Cl 0.07857 -0.81576 -5.78851
C 1.63146 -0.13632 -6.33513
C 2.42627 0.47448 -5.19144
Cl 1.65993 1.94969 -4.55267
H 1.42392 0.59802 -7.11929
H 2.19707 -0.96012 -6.78173
H 3.42160 0.76168 -5.54273
H 2.54751 -0.23107 -4.36347
Cl 3.53984 1.85119 7.59990
C 5.09273 2.53063 7.05328
C 5.88753 3.14143 8.19697
Cl 5.12119 4.61664 8.83574
H 4.88519 3.26497 6.26912
H 5.65833 1.70683 6.60668
H 6.88287 3.42863 7.84568
H 6.00878 2.43588 9.02494
*
```

Kohn-Sham gap	6.6	eV

C2H4FeO2 | ωB97M-V with the def2-TZVPD basis set

Structure (ORCA input):
```
! wB97M-V def2-TZVPD RIJCOSX def2/J DEFGRID3
* xyz 2 7
C -0.40537 0.47798 -0.16469
C -1.60262 -0.07764 -0.07673
O 0.69464 -0.16504 0.45314
H -0.10247 1.45498 -0.53134
H -2.46769 0.52237 -0.35559
H -1.74867 -1.13912 0.12854
Fe 3.41791 0.33706 0.23930
O 1.78492 -0.34677 -0.47040
H 0.42936 -1.06382 0.77776
*
```

Kohn-Sham gap (alpha / beta)	8.0 / 5.0	eV
energy above the lowest of the compared OMol25 structures with the same formula, charge and spin	0.0	kcal per mole

C21H33N10OPPd | ωB97M-V with the def2-TZVPD basis set

Structure (ORCA input):
```
! wB97M-V def2-TZVPD RIJCOSX def2/J DEFGRID3
* xyz 2 1
Pd 0.19505 0.83189 0.32745
C 4.09023 -2.93821 1.22109
N 3.39948 -1.80121 0.61692
C 3.85183 -1.07548 -0.44961
C 2.92049 -0.10997 -0.68969
N 1.91378 -0.24922 0.22145
C 2.21426 -1.28075 1.00194
P 1.20842 -1.88831 2.39548
C 0.71337 -0.24668 3.01647
N 0.36161 0.83781 2.32221
C 0.07004 1.82551 3.21755
C 0.25707 1.33670 4.47484
N 0.66026 0.04034 4.33624
C 0.97377 -0.86385 5.44184
C -0.29372 -2.34912 1.47957
N -1.01680 -1.52140 0.75109
C -2.01987 -2.27294 0.21623
C -1.89707 -3.57219 0.63137
N -0.79836 -3.61291 1.43683
C -0.28540 -4.79630 2.11846
H 5.03683 -3.07454 0.70715
H 3.49723 -3.84372 1.11367
H 4.28245 -2.74551 2.27378
H 4.78822 -1.29503 -0.93166
H 2.91862 0.66666 -1.43371
H -0.23951 2.80909 2.91224
H 0.14596 1.80037 5.43915
H 0.88889 -0.30602 6.36940
H 1.98928 -1.23916 5.34434
H 0.27238 -1.69480 5.46240
H -2.77227 -1.85275 -0.43078
H -2.48687 -4.45062 0.43304
H -0.89670 -5.64822 1.83621
H -0.33701 -4.66788 3.19759
H 0.74300 -4.99264 1.82243
C -4.98414 2.72173 0.51618
N -3.52321 2.73292 0.49932
C -2.71820 3.84183 0.56364
C -1.43623 3.39063 0.53081
N -1.45983 2.01704 0.44792
C -2.72864 1.65626 0.43294
H -5.33593 3.74811 0.55372
H -5.34416 2.19065 1.39399
H -5.36409 2.24984 -0.38657
H -3.12200 4.83697 0.62525
H -0.51758 3.94991 0.55883
H -3.09095 0.64274 0.38900
C -0.17744 -1.46923 -3.05089
N 0.04780 -0.20356 -3.75440
C -0.08035 -0.22698 -5.21028
C 0.20861 0.87475 -2.95008
O 0.07422 0.64002 -1.71873
N 0.50998 2.12543 -3.38097
C 0.69788 2.64511 -4.73408
C 0.66590 3.19878 -2.40446
H -0.15772 -2.27355 -3.77916
H -1.13771 -1.47647 -2.53494
H 0.60395 -1.64569 -2.31290
H -0.39777 -1.22369 -5.49847
H 0.86576 -0.03133 -5.71335
H -0.84363 0.46539 -5.56263
H 0.62118 1.89645 -5.50159
H 1.68606 3.10195 -4.80164
H -0.04767 3.41844 -4.92748
H 0.69681 2.80571 -1.39730
H -0.15751 3.91189 -2.48771
H 1.59763 3.72900 -2.60694
*
```

Kohn-Sham gap	9.1	eV